Record 1
The following is a DFT calculation (ωB97M-V/def2-TZVPD) of C5H8N2 as an isolated structure at a distorted geometry.

Structure (XYZ):
```
15
Properties=species:S:1:pos:R:3
C -2.1406 -0.3821 0.1023
N -0.9206 0.3174 -0.1322
C 0.1797 -0.1580 -0.7643
C 1.2345 0.7563 -0.6291
C 1.7890 -0.7297 0.0826
C 0.6262 1.7040 0.2854
N -0.6447 1.4647 0.5144
H -2.3889 -0.9369 -0.8049
H -2.9853 0.2634 0.3507
H -2.0294 -1.1030 0.9189
H 0.0695 -0.9997 -1.4467
H 2.5680 -0.1457 0.5345
H 2.2289 -1.4870 -0.5754
H 1.2745 -1.2426 0.9181
H 1.0731 2.6051 0.6906
```

Calculated values
Frontier orbital gap (eV): 9.08
Highest occupied orbital energy (eV): -8.2
Net charge: 0
Energy above the lowest of the compared OMol25 structures with the same formula, charge and spin (eV): 4.347



Record 2
The following is a DFT calculation (ωB97M-V/def2-TZVPD) of the molecule C5H8N2.

Structure (XYZ):
```
15
Properties=species:S:1:pos:R:3
C 1.7999 0.3227 0.5289
C 0.9019 0.7035 -0.6644
N -0.4108 0.0970 -0.5178
C -1.3216 0.4618 0.4483
C -2.1512 -0.6115 0.6029
N -1.7832 -1.6302 -0.2455
C -0.7451 -1.1678 -0.8921
H 2.2033 1.1978 1.0397
H 1.2149 -0.2161 1.2712
H 2.6328 -0.3129 0.2115
H 1.3292 0.3695 -1.6159
H 0.7657 1.7862 -0.7401
H -1.2850 1.4311 0.9238
H -2.9796 -0.7273 1.2885
H -0.1712 -1.7039 -1.6388
```

Calculated values
Frontier orbital gap (eV): 9.78
Highest occupied orbital energy (eV): -8.8
Net charge: 0
Energy above the lowest of the compared OMol25 structures with the same formula, charge and spin (eV): 0.317



Record 3
The following is a DFT calculation (ωB97M-V/def2-TZVPD) of the molecule C5H8N2.

Structure (XYZ):
```
15
Properties=species:S:1:pos:R:3
C 1.7377 -0.0928 -0.3812
C -0.1161 -1.3298 -1.2638
C -1.1617 -0.5213 -1.4995
N -1.4542 0.3885 -0.3708
C -0.5860 0.1950 0.5784
N -0.6575 0.7728 1.8016
C 0.4294 -0.8006 0.0570
H 2.1891 0.5535 0.3773
H 2.4511 -0.8757 -0.6478
H 1.5549 0.4933 -1.2875
H -1.7910 -0.3588 -2.3669
H -2.2947 0.9395 -0.2508
H -0.0354 0.4444 2.5201
H -0.9432 1.7326 1.9037
H 0.6774 -1.5405 0.8301
```

Calculated values
Frontier orbital gap (eV): 7.29
Highest occupied orbital energy (eV): -6.9
Net charge: 0
Energy above the lowest of the compared OMol25 structures with the same formula, charge and spin (eV): 3.204



| no. | M (u) |
| --- | --- |
| 1 | 96.13 |
| 2 | 96.13 |
| 3 | 96.13 |